# 1
The following is a quantum chemistry calculation of a molecular structure, C19H37BrPtSi4, from the Open Molecules 2025 dataset.

```
! wB97M-V def2-TZVPD RIJCOSX def2/J DEFGRID3
* xyz -2 3
C 2.909 -0.387 2.334
C 1.656 -0.001 2.932
C 0.720 -1.087 2.736
H 1.458 0.924 3.458
C 1.383 -2.113 1.954
C 2.745 -1.694 1.747
H 3.520 -2.275 1.256
H 3.831 0.185 2.366
H -0.289 -1.163 3.131
H 0.921 -3.041 1.613
Pt 1.234 -0.312 0.581
Br 2.677 1.489 -0.361
C 5.213 1.142 -3.133
C 5.889 -0.076 -2.820
C 6.725 0.162 -1.689
H 5.790 -1.018 -3.356
C 6.574 1.528 -1.306
C 5.638 2.135 -2.197
H 5.308 3.170 -2.171
H 4.508 1.293 -3.945
H 7.375 -0.569 -1.207
H 7.090 2.026 -0.487
C -0.716 2.046 -2.433
Si -1.284 0.266 -2.112
C -3.100 -0.007 -2.616
C -0.117 -0.989 -2.927
Si -1.035 -0.144 0.210
Si -1.909 1.708 1.402
C -3.600 2.168 0.655
C -2.117 1.260 3.227
C -0.679 3.126 1.204
Si -2.423 -2.040 0.742
C -4.246 -1.522 0.556
C -1.915 -3.357 -0.525
C -2.246 -2.775 2.480
H -0.731 2.252 -3.513
H 0.312 2.200 -2.072
H -1.357 2.793 -1.945
H -3.197 0.189 -3.695
H -3.446 -1.036 -2.440
H -3.784 0.671 -2.086
H 0.915 -0.824 -2.585
H -0.381 -2.026 -2.682
H -0.132 -0.888 -4.020
H -4.348 1.370 0.751
H -3.954 3.039 1.228
H -3.541 2.456 -0.405
H -1.164 1.023 3.718
H -2.537 2.148 3.724
H -2.806 0.421 3.395
H 0.314 2.872 1.601
H -0.542 3.442 0.162
H -1.066 3.985 1.772
H -4.497 -1.110 -0.430
H -4.845 -2.433 0.708
H -4.553 -0.789 1.317
H -0.850 -3.619 -0.437
H -2.503 -4.263 -0.315
H -2.106 -3.073 -1.568
H -1.238 -3.160 2.686
H -2.516 -2.067 3.278
H -2.936 -3.629 2.556
*
```

⟨S²⟩: 2.008
max |F|: 2.10 eV/A
DFT total energy: -4597.47977 Ha
Kohn-Sham gap (spin up / spin down): 4.001 / 4.299 eV

***

# 2
The following is a quantum chemistry calculation of a molecular structure, C19H37F3N5O4PtSSi3, from the Open Molecules 2025 dataset.

```
! wB97M-V def2-TZVPD RIJCOSX def2/J DEFGRID3
* xyz -1 1
Pt 0.001 0.472 -0.390
C -2.865 2.216 1.899
O -1.562 1.720 1.663
Si -0.497 0.954 2.667
C -1.293 -0.530 3.492
C -0.166 2.142 4.083
C 0.932 0.561 1.524
Si 2.126 1.998 1.300
C 3.609 1.797 0.168
C 2.955 2.358 2.963
C 1.182 3.518 0.707
Si 1.582 -1.189 1.459
C 0.472 -2.599 0.891
C 3.123 -1.400 0.406
C 2.104 -1.690 3.216
H -2.831 3.137 2.490
H -3.485 1.479 2.423
H -3.323 2.425 0.932
H -2.313 -0.272 3.802
H -0.734 -0.830 4.384
H -1.363 -1.389 2.821
H -1.092 2.279 4.653
H 0.149 3.123 3.715
H 0.601 1.769 4.769
H 4.338 1.093 0.578
H 4.096 2.774 0.076
H 3.334 1.461 -0.833
H 3.368 1.435 3.386
H 2.274 2.785 3.700
H 3.784 3.061 2.821
H 0.301 3.218 0.128
H 1.811 4.144 0.066
H 0.828 4.129 1.545
H 0.397 -2.612 -0.199
H -0.539 -2.547 1.300
H 0.927 -3.546 1.213
H 2.987 -0.969 -0.591
H 3.341 -2.467 0.284
H 3.999 -0.924 0.854
H 1.232 -1.855 3.860
H 2.713 -0.902 3.677
H 2.696 -2.613 3.206
F 2.390 -1.110 -4.916
C 2.735 -0.298 -3.914
F 3.879 -0.773 -3.385
F 3.004 0.905 -4.445
C 1.644 -0.211 -2.819
O 1.739 0.821 -2.099
O 0.854 -1.156 -2.785
N -0.400 2.164 -3.692
C -1.455 1.787 -2.923
O -1.345 1.789 -1.655
C -2.681 1.474 -3.572
C -2.799 1.605 -4.980
N -2.843 1.699 -6.134
C -3.810 1.049 -2.820
N -4.741 0.684 -2.239
H 0.498 2.189 -3.234
H -0.413 1.962 -4.678
C -1.820 -3.129 -2.983
N -1.588 -2.189 -1.901
C -2.417 -1.910 -0.922
S -2.211 -0.587 0.123
N -3.516 -2.705 -0.759
C -3.377 -4.158 -0.650
H -1.373 -2.717 -3.885
H -2.890 -3.260 -3.140
H -1.360 -4.100 -2.790
H -0.732 -1.634 -1.963
H -4.169 -2.293 -0.112
H -3.945 -4.677 -1.423
H -3.728 -4.493 0.325
H -2.330 -4.442 -0.740
*
```

relative energy (zero: lowest compared OMol25 entry of this formula, charge and spin): 172.45 kJ/mol
max |F|: 1.72 eV/A
DFT total energy: -3006.75478 Ha
Kohn-Sham gap (spin up / spin down): 6.589 / 6.588 eV

***

# 3
The following is a quantum chemistry calculation of 9 unconnected molecules or ions with the total composition C19H37FN2O35S9, from the Open Molecules 2025 dataset.

```
! wB97M-V def2-TZVPD RIJCOSX def2/J DEFGRID3
* xyz 0 1
C 0.719 3.383 -3.452
C 0.641 4.714 -2.700
N 1.725 5.042 -1.750
O 2.776 5.817 -2.277
C 3.517 5.159 -3.154
N 4.070 4.454 -3.878
S 2.173 3.887 -0.636
O 1.035 3.066 -0.385
O 2.665 4.551 0.524
F 3.297 2.946 -1.210
H 1.013 2.533 -2.840
H 1.340 3.442 -4.347
H -0.291 3.169 -3.815
H 0.623 5.525 -3.430
H -0.297 4.781 -2.152
C -3.741 0.265 -3.554
C -3.587 0.926 -2.206
O -2.899 2.165 -2.492
S -3.346 2.697 -3.927
O -4.366 3.673 -3.769
O -2.175 2.958 -4.695
O -4.027 1.349 -4.460
H -2.816 -0.216 -3.879
H -4.549 -0.461 -3.563
H -3.018 0.324 -1.510
H -4.550 1.165 -1.772
C -8.943 1.588 -3.227
C -7.490 2.017 -3.194
O -6.823 0.935 -2.523
S -7.553 -0.449 -2.873
O -6.843 -1.082 -3.929
O -7.841 -1.120 -1.657
O -8.898 0.173 -3.473
H -9.432 1.755 -2.266
H -9.506 2.084 -4.013
H -7.334 2.946 -2.654
H -7.073 2.107 -4.199
C 6.403 2.106 0.243
C 5.678 2.767 1.396
O 6.370 2.304 2.565
S 7.922 2.093 2.220
O 8.648 3.238 2.635
O 8.292 0.784 2.624
O 7.786 2.133 0.623
H 6.099 1.064 0.123
H 6.263 2.634 -0.697
H 4.628 2.491 1.444
H 5.767 3.854 1.354
C -5.655 -2.563 1.195
C -4.804 -3.102 0.066
O -4.150 -1.937 -0.474
S -3.877 -0.889 0.708
O -2.537 -1.035 1.148
O -4.413 0.369 0.325
O -4.848 -1.534 1.800
H -6.572 -2.105 0.819
H -5.903 -3.325 1.928
H -5.390 -3.596 -0.703
H -4.039 -3.786 0.435
C 7.417 -1.353 6.109
C 8.829 -0.816 6.092
O 9.601 -1.820 6.772
S 8.972 -3.265 6.481
O 9.692 -3.886 5.428
O 8.759 -3.918 7.724
O 7.562 -2.768 5.901
H 6.943 -1.195 7.080
H 6.798 -0.919 5.329
H 8.918 0.140 6.602
H 9.208 -0.721 5.073
C -3.271 1.777 -7.651
C -3.532 3.169 -8.185
O -2.925 3.171 -9.484
S -3.039 1.707 -10.135
O -4.160 1.673 -11.004
O -1.748 1.308 -10.561
O -3.422 0.917 -8.790
H -2.250 1.680 -7.278
H -3.971 1.493 -6.873
H -3.093 3.944 -7.562
H -4.601 3.358 -8.305
C -1.855 -6.773 -1.063
C -1.692 -7.511 0.249
O -2.984 -7.426 0.866
S -4.122 -7.442 -0.265
O -4.625 -8.758 -0.403
O -4.980 -6.333 -0.045
O -3.168 -7.130 -1.517
H -1.821 -5.691 -0.920
H -1.114 -7.065 -1.802
H -0.940 -7.063 0.892
H -1.455 -8.565 0.090
C 4.645 -2.391 10.157
C 4.788 -1.685 11.489
O 5.348 -0.407 11.155
S 4.803 0.060 9.721
O 3.710 0.944 9.904
O 5.917 0.401 8.913
O 4.230 -1.362 9.247
H 5.600 -2.793 9.812
H 3.905 -3.186 10.183
H 5.444 -2.213 12.175
H 3.818 -1.522 11.963
*
```

max |F|: 3.64 eV/A
DFT total energy: -7172.34157 Ha
Kohn-Sham gap: 10.895 eV